The following is a DFT calculation (ωB97M-V with the def2-TZVPD basis set) of a molecular structure, C29H47N2PPtSSi2Te.

Structure (XYZ):
```
84
Properties=species:S:1:pos:R:3:forces:R:3
Pt 1.0187 0.0470 -0.4425 0.0 0.0 -0.2
C 1.5340 -1.6722 0.4548 0.2 0.1 -0.2
C 1.8491 -2.7258 1.0032 0.2 -0.1 -0.1
C 2.1976 -3.9370 1.5948 0.0 -0.2 0.0
C 1.8736 -4.1550 3.0021 0.1 0.1 0.0
C 1.7019 -3.0555 3.8576 0.0 0.0 0.1
C 1.3398 -3.2288 5.1823 0.0 0.0 0.0
C 1.1260 -4.5048 5.6921 0.0 0.0 -0.1
C 1.2893 -5.6046 4.8570 0.0 0.0 0.0
C 1.6621 -5.4360 3.5336 0.0 0.0 0.0
C 2.8124 -4.9765 0.7541 -0.1 0.1 0.2
C 3.7423 -5.8832 1.2749 0.0 -0.1 0.0
C 4.3316 -6.8419 0.4658 0.0 0.0 0.0
C 4.0059 -6.9185 -0.8822 0.0 0.0 0.0
C 3.0932 -6.0162 -1.4156 0.0 0.0 0.0
C 2.5079 -5.0539 -0.6091 0.0 0.0 -0.1
H 1.8725 -2.0614 3.4616 0.0 0.0 0.0
H 1.2313 -2.3646 5.8264 0.0 0.0 0.0
H 0.8342 -4.6407 6.7254 0.0 0.0 0.0
H 1.1213 -6.6034 5.2403 0.0 0.0 0.0
H 1.7696 -6.3016 2.8929 0.0 0.0 0.0
H 4.0181 -5.8162 2.3200 0.0 0.0 0.0
H 5.0555 -7.5272 0.8883 0.0 0.0 0.0
H 4.4614 -7.6716 -1.5120 0.0 0.0 0.0
H 2.8343 -6.0663 -2.4658 0.0 0.0 0.0
H 1.7980 -4.3456 -1.0231 0.0 0.0 0.0
S -2.0194 -0.6817 -0.6303 -0.3 0.0 -0.1
C -2.1821 -1.3210 0.9114 0.3 -0.2 0.1
N -3.2907 -1.2421 1.6861 -0.1 0.1 0.1
C -3.1760 -2.0545 2.8935 0.0 0.0 0.0
C -1.6662 -2.3815 2.9236 -0.1 0.0 -0.1
N -1.2432 -1.9878 1.5890 -0.2 0.0 -0.1
H -4.1662 -0.9853 1.2664 0.0 0.0 0.0
H -3.7835 -2.9594 2.8246 0.0 0.0 0.0
H -3.4880 -1.4950 3.7738 0.0 0.0 0.0
H -1.4748 -3.4400 3.0969 0.0 0.0 0.1
H -1.1380 -1.8102 3.6882 0.0 0.0 0.0
H -0.2871 -2.0472 1.2422 -0.1 0.0 0.1
C 1.7626 3.3305 -0.0015 0.0 0.0 0.0
P 0.5558 2.2515 -0.8432 0.1 -0.1 0.0
C -1.0231 2.8452 -0.1603 0.0 0.0 0.0
C 0.5295 3.0032 -2.5044 0.0 0.0 0.0
H 1.4626 4.3786 -0.0702 0.0 0.0 0.0
H 2.7427 3.2028 -0.4622 0.0 0.0 0.0
H 1.8435 3.0425 1.0460 0.0 0.0 0.0
H -1.0969 3.9309 -0.2494 0.0 0.0 0.0
H -1.0944 2.5545 0.8876 0.0 0.0 0.0
H -1.8495 2.3674 -0.6861 0.0 0.0 0.0
H 0.3283 4.0736 -2.4331 0.0 0.0 0.0
H -0.2399 2.5344 -3.1176 0.0 0.0 0.0
H 1.4955 2.8524 -2.9854 0.0 0.0 0.0
C -2.4173 -1.8847 -4.4188 -0.1 0.0 0.1
Si -0.9208 -1.4272 -5.4248 0.0 0.1 0.0
C -1.4416 -0.4781 -6.9490 0.0 0.1 -0.1
C 0.0094 -2.9503 -5.9698 0.1 -0.1 0.0
C 0.1880 -0.3254 -4.3774 0.1 0.0 0.1
Te 1.0929 -1.3937 -2.7461 -0.1 0.2 0.3
C 3.0298 -1.4811 -3.6540 0.0 -0.1 0.1
Si 4.1821 0.0003 -3.5394 0.0 0.0 0.0
C 3.4593 1.3712 -4.5830 0.0 0.1 0.0
C 5.8107 -0.5500 -4.2735 0.1 0.0 -0.1
C 4.4740 0.5841 -1.7967 0.0 0.0 0.1
H -2.9828 -2.6846 -4.9032 0.0 0.0 0.0
H -3.0811 -1.0237 -4.3060 0.0 0.0 0.0
H -2.1490 -2.2232 -3.4145 0.0 0.0 0.0
H -2.1170 -1.0836 -7.5592 0.0 0.0 0.0
H -0.5819 -0.2102 -7.5680 0.0 0.0 0.0
H -1.9677 0.4427 -6.6853 0.0 0.0 0.0
H -0.6124 -3.5418 -6.6463 0.0 0.0 0.0
H 0.2854 -3.5843 -5.1249 0.0 0.0 0.0
H 0.9239 -2.6848 -6.5076 0.0 0.0 0.0
H -0.3836 0.4874 -3.9264 0.0 0.0 0.0
H 1.0010 0.1122 -4.9594 0.0 0.0 0.0
H 2.8130 -1.6987 -4.7039 0.1 -0.1 0.0
H 3.5101 -2.3696 -3.2354 0.0 0.0 0.0
H 3.4099 1.0806 -5.6357 0.0 0.0 0.0
H 4.0720 2.2737 -4.5137 0.0 0.0 0.0
H 2.4485 1.6260 -4.2569 0.1 0.0 0.0
H 5.6970 -0.9020 -5.3018 0.0 0.0 0.0
H 6.2365 -1.3651 -3.6831 0.0 0.0 0.0
H 6.5333 0.2703 -4.2775 0.0 0.0 0.0
H 3.5985 0.4355 -1.1567 0.0 0.0 0.0
H 4.7163 1.6505 -1.7935 0.0 0.0 0.0
H 5.3132 0.0491 -1.3464 0.0 0.0 0.0
```
Positions in Å, forces in eV/Å.

Summary:
Maximum force = 0.368 eV/A
Calculated total energy = -2948.629789 Ha
Total charge = 0
Multiplicity = 3
Highest occupied orbital energy (spin up / spin down) = -6.07 / -7.01 eV
Energy above the lowest of the compared OMol25 structures with the same formula, charge and spin = 28.1 kJ/mol



The following is a DFT calculation (ωB97M-V with the def2-TZVPD basis set) of 3 unconnected molecules or ions with the total composition C40H71BrFIN3O4 at a distorted geometry.

Structure (XYZ):
```
121
Properties=species:S:1:pos:R:3:forces:R:3
C 3.5228 1.5832 0.6415 0.7 0.7 -0.3
C 4.2112 0.7113 -0.5631 -0.9 1.1 1.2
C 5.7038 1.2654 -0.7153 -0.2 -0.5 0.1
C 6.5886 0.4800 -1.8578 0.0 0.7 0.7
C 5.8252 -0.7543 -2.5099 -1.4 0.4 -2.4
C 4.8927 -0.3437 -3.7106 -1.0 -3.2 1.0
C 4.7597 1.1407 -4.2860 0.6 -0.3 -1.6
C 6.1021 1.4012 -5.1881 -0.3 0.5 0.9
F 4.5284 2.1637 -3.3128 0.7 -1.6 -1.2
C 4.0309 -1.4299 -4.4320 2.2 -1.0 3.3
C 3.0446 -1.1632 -5.6504 -0.8 -0.5 -4.2
O 3.3051 -1.6041 -6.8000 -0.1 1.6 5.0
O 1.8167 -0.4216 -5.5321 2.6 -2.0 0.5
C 0.7743 -1.2454 -4.9080 -1.8 0.4 1.0
C 0.8859 -1.0286 -3.3094 -0.3 -0.2 0.0
C -0.6402 -0.7085 -5.5091 1.5 -0.4 0.1
C -1.8915 -1.5103 -4.8834 0.3 0.9 -0.7
C -3.0841 -0.4350 -4.6764 0.9 -1.1 0.5
C 4.2001 -2.8865 -3.9238 1.9 3.1 1.3
I 2.9852 -4.4043 -4.9237 1.2 0.9 1.1
C 5.2050 -3.2042 -2.7518 -1.5 0.6 -2.2
C 5.3020 -4.7580 -2.4053 0.1 -0.4 0.4
C 4.0851 -5.2219 -1.4101 0.5 -0.5 -0.6
N 5.9627 -2.1504 -2.0679 -2.3 0.8 -2.5
C 6.9207 -2.5068 -0.9528 1.7 -0.8 -0.1
Br 6.4583 -1.6584 0.8010 0.3 -0.6 -1.1
C 8.4787 -2.2572 -1.3834 0.1 -0.3 0.9
C 9.3639 -3.5225 -0.8755 -1.3 0.8 -0.2
H 4.2749 2.4120 0.9408 -1.3 -1.3 -0.4
H 2.5864 2.1459 0.2714 1.3 -1.2 0.8
H 3.3397 0.9678 1.5831 0.0 0.8 -1.4
H 3.5379 0.8666 -1.4696 1.3 -0.2 0.9
H 4.1253 -0.3837 -0.2571 0.5 1.4 -0.6
H 5.7020 2.3987 -0.9339 -0.2 -1.9 0.1
H 6.2497 1.1428 0.2953 -1.0 0.1 -1.6
H 6.8401 1.3040 -2.6297 -0.6 -1.9 0.8
H 7.5741 0.2325 -1.3471 -1.4 -0.2 -0.9
H 3.8968 1.2483 -5.0489 1.0 -0.6 1.7
H 5.8171 1.6241 -6.2773 0.4 -0.5 1.7
H 6.8061 0.4885 -5.1079 -1.1 1.7 -0.3
H 6.5768 2.3490 -4.7430 -0.4 -1.5 -0.8
H 0.8478 -2.3451 -5.2051 0.3 1.5 0.4
H 0.9990 -2.0294 -2.7557 -0.4 1.5 -0.7
H 1.7986 -0.3951 -3.0297 -1.2 -0.8 -0.6
H -0.0435 -0.4606 -2.9318 1.4 -1.0 -0.5
H -0.5469 -0.8275 -6.6486 -0.3 0.2 1.7
H -0.6535 0.4174 -5.2932 -0.2 -1.6 -0.2
H -2.2036 -2.3114 -5.6437 0.4 1.1 1.3
H -1.5786 -2.0353 -3.9074 -0.6 0.9 -1.4
H -3.7185 -0.8032 -3.8040 0.5 0.7 -1.5
H -2.6015 0.5518 -4.3670 -0.9 -1.2 -0.5
H -3.6441 -0.3363 -5.6641 0.6 0.0 1.5
H 6.3297 -5.0767 -1.9796 -1.7 0.8 -0.5
H 5.1912 -5.4415 -3.3324 0.2 1.8 1.1
H 3.6254 -6.1907 -1.8436 0.8 1.6 0.8
H 3.2539 -4.4415 -1.3791 1.3 -1.0 0.2
H 4.5488 -5.4667 -0.3984 -1.0 0.6 -1.2
H 6.9002 -3.6170 -0.6882 -0.7 1.7 -0.8
H 8.5481 -2.1572 -2.5194 -0.1 0.1 1.6
H 8.8922 -1.3365 -0.8222 -0.8 -1.3 -1.2
H 9.0219 -4.4669 -1.4416 0.8 1.4 0.9
H 10.4546 -3.2568 -1.0706 -1.5 -0.7 0.4
H 9.1166 -3.6427 0.2461 0.8 0.0 -1.7
C -4.5621 3.5070 -0.1057 0.1 0.0 0.5
C -5.1577 2.5456 -1.1739 0.3 2.1 0.3
C -6.7109 2.5207 -1.1590 -0.2 -0.5 -0.1
C -7.3614 1.6125 -0.1229 -0.1 0.2 0.2
C -6.7117 0.2365 -0.1076 -0.1 0.2 -0.4
C -5.1845 0.3302 0.0717 0.2 -0.8 2.1
N -4.5444 1.1995 -0.9684 -2.1 -1.8 -3.4
O -4.5984 0.5331 -2.1540 0.7 1.1 2.2
C -4.9139 0.8515 1.5074 -0.1 0.4 -0.1
C -4.5721 -1.0912 0.0876 0.1 0.1 -0.7
C -4.7749 3.2338 -2.5162 0.1 -0.9 -0.3
H -4.0312 3.0037 0.6999 -0.2 -0.1 0.0
H -3.8008 4.1653 -0.5353 -0.2 0.0 -0.2
H -5.3327 4.1359 0.3482 0.1 0.0 -0.1
H -7.0686 2.1791 -2.1386 0.3 0.0 0.0
H -7.1011 3.5369 -1.0408 0.3 0.0 0.0
H -7.3181 2.0808 0.8658 0.1 -0.1 0.0
H -8.4276 1.5083 -0.3533 0.1 0.1 0.0
H -7.1547 -0.3603 0.6968 0.3 0.0 0.0
H -6.9575 -0.2882 -1.0386 0.2 0.1 0.0
H -3.8430 0.9360 1.7064 -0.1 0.1 -0.1
H -5.3294 0.1644 2.2524 0.0 -0.1 -0.3
H -5.3779 1.8152 1.7197 0.1 -0.1 -0.1
H -4.7942 -1.6591 -0.8195 0.1 0.2 0.0
H -4.9654 -1.6748 0.9242 -0.1 0.3 0.0
H -3.4837 -1.0446 0.2054 -0.1 0.1 -0.1
H -3.6930 3.2283 -2.6797 -0.1 -0.1 0.1
H -5.1022 4.2782 -2.5162 0.0 -0.2 0.3
H -5.2517 2.7617 -3.3803 0.1 -0.1 0.2
C -2.0960 2.4775 7.8305 0.4 -0.1 0.1
C -3.3481 2.1771 6.9577 0.6 1.2 1.7
C -4.3325 1.1888 7.6412 -0.2 -0.4 -0.4
C -4.0051 -0.2929 7.5052 0.1 -0.1 0.3
C -3.6519 -0.6527 6.0695 -0.3 0.2 0.1
C -2.5308 0.2475 5.5157 1.5 -1.4 -0.1
N -2.8714 1.7063 5.6226 -4.1 -0.3 -1.7
O -3.8567 1.9739 4.7147 2.3 -0.3 1.3
C -1.2291 -0.1014 6.2843 0.0 0.2 0.4
C -2.2025 -0.1614 4.0599 -0.5 0.5 -0.2
C -4.0940 3.5428 6.9344 -0.2 -0.3 -0.9
H -1.1663 2.0818 7.4266 -0.2 -0.2 0.0
H -1.9019 3.5519 7.9010 -0.3 -0.1 0.0
H -2.2073 2.0888 8.8464 0.0 0.1 -0.1
H -5.3306 1.3267 7.2066 0.2 0.2 -0.1
H -4.4363 1.4369 8.7026 0.2 0.2 -0.2
H -3.1945 -0.5619 8.1903 0.0 0.0 -0.1
H -4.8703 -0.8841 7.8256 0.1 0.1 0.0
H -3.3523 -1.7054 6.0271 0.2 0.2 -0.1
H -4.5510 -0.5729 5.4467 0.1 0.2 -0.1
H -0.3858 0.4997 5.9341 -0.1 0.0 0.0
H -0.9645 -1.1534 6.1328 -0.2 0.1 -0.2
H -1.3115 0.0199 7.3650 0.0 0.1 -0.1
H -3.0696 -0.1038 3.3986 0.1 0.1 0.2
H -1.8457 -1.1939 4.0146 0.0 0.1 0.3
H -1.4121 0.4738 3.6447 -0.1 0.0 0.1
H -3.5270 4.3042 6.3908 0.0 -0.2 0.0
H -4.2465 3.9113 7.9536 0.2 -0.3 0.0
H -5.0869 3.4703 6.4813 0.2 -0.1 -0.1
```
Positions in Å, forces in eV/Å.

Summary:
Maximum force = 5.259 eV/A
Calculated total energy = -5002.838039 Ha
Total charge = +1
Multiplicity = 3
Highest occupied orbital energy (spin up / spin down) = -10.18 / -10.85 eV



The following is a DFT calculation (ωB97M-V with the def2-TZVPD basis set) of 5 unconnected molecules or ions with the total composition C30H33N4O8 at a distorted geometry.

Structure (XYZ):
```
75
Properties=species:S:1:pos:R:3:forces:R:3
N 3.7134 1.2024 1.0214 -0.7 0.4 -0.5
C 3.8014 1.5022 -0.4650 0.1 0.1 -0.2
C 2.9969 2.8591 -0.9338 -0.1 0.4 0.0
C 1.7566 3.1973 0.0839 -0.6 -0.7 -0.6
C 0.4707 3.9425 -0.6794 1.4 0.4 1.0
C -0.7552 3.9689 0.4121 1.5 2.0 0.0
N -1.9613 3.1352 0.0398 -0.2 -3.0 1.7
C -1.6162 1.6900 -0.2444 1.1 -2.3 -0.5
N -0.9126 0.7289 0.6886 -0.7 4.1 -2.9
N -2.0309 1.1693 -1.4769 0.3 1.6 3.0
H 2.7942 0.7543 1.2777 1.4 1.0 -0.4
H 3.8522 2.0677 1.6053 -0.4 -1.3 -1.0
H 3.3550 0.5876 -1.0616 1.0 1.7 1.3
H 4.9543 1.5959 -0.7178 -2.5 -0.2 0.3
H 2.5366 2.7046 -2.0168 1.1 0.4 2.2
H 3.7699 3.7648 -0.9734 -1.8 -1.9 0.0
H 1.3172 2.1683 0.4766 1.1 2.1 -0.7
H 2.0985 3.7999 1.0550 -0.8 -1.3 -2.4
H 0.2077 3.4426 -1.7048 0.4 0.8 2.1
H 0.8599 5.0454 -0.9048 -1.2 -2.3 0.4
H -0.3065 3.6965 1.4667 -0.9 0.4 -2.1
H -1.1353 5.0994 0.4513 0.5 -2.6 0.0
H -2.5596 3.1127 0.9139 0.7 0.1 -1.2
H -0.3410 0.0174 0.1820 -0.9 0.6 0.5
H -0.3834 1.2105 1.4484 -0.4 -0.4 -0.8
H -1.3853 0.6914 -2.1472 -0.8 -0.5 1.0
H -3.0778 1.2509 -1.6504 1.6 0.6 -0.7
C -2.2240 -3.6719 -2.5336 -0.2 0.4 -0.1
C -1.9788 -2.3954 -2.8444 -0.2 -0.2 0.1
C -0.6143 -1.8371 -2.7690 0.1 -0.2 -0.1
O -0.3892 -0.6683 -3.0514 0.0 0.1 0.3
C 0.4683 -2.7440 -2.3386 0.0 -0.2 0.0
C 0.2231 -4.0205 -2.0277 0.4 0.3 0.0
C -1.1414 -4.5788 -2.1031 -0.2 -1.2 0.3
O -1.3665 -5.7476 -1.8207 0.1 1.1 -0.3
H -3.2190 -4.0970 -2.5828 0.0 0.0 0.0
H -2.7619 -1.7177 -3.1625 0.0 0.0 0.0
H 1.4634 -2.3189 -2.2893 0.0 0.0 0.0
H 1.0063 -4.6982 -1.7096 -0.1 -0.1 0.0
C 0.1692 4.0703 4.6168 -0.1 0.2 0.3
C 0.2844 4.6232 5.8281 -0.4 0.0 -0.4
C 1.5047 4.4438 6.6391 0.2 0.5 1.2
O 1.6103 4.9479 7.7488 -0.1 -0.5 -1.0
C 2.5928 3.6314 6.0595 0.2 -0.3 -0.4
C 2.4775 3.0785 4.8481 0.2 0.1 0.2
C 1.2572 3.2579 4.0371 0.0 -0.1 0.0
O 1.1517 2.7538 2.9275 -0.1 -0.1 0.4
H -0.7193 4.1914 4.0091 0.0 0.0 0.0
H -0.5044 5.2224 6.2669 0.0 0.0 0.0
H 3.4812 3.5103 6.6671 0.0 0.0 0.0
H 3.2664 2.4793 4.4094 0.0 0.0 0.0
C 4.6709 -7.7278 -3.1205 -0.5 0.1 -0.1
C 3.5101 -7.2578 -2.6537 0.2 -0.2 -0.3
C 3.4345 -6.5510 -1.3599 -0.4 0.1 0.2
O 2.3722 -6.1222 -0.9310 0.5 -0.1 -0.2
C 4.6910 -6.3823 -0.6032 0.4 -0.1 0.0
C 5.8519 -6.8523 -1.0701 -0.3 0.3 0.4
C 5.9274 -7.5591 -2.3638 1.0 -0.4 -0.4
O 6.9898 -7.9879 -2.7928 -0.9 0.4 0.3
H 4.7437 -8.2492 -4.0672 0.0 0.0 0.0
H 2.5799 -7.3729 -3.1972 0.0 0.0 0.0
H 4.6183 -5.8609 0.3434 0.0 0.0 0.0
H 6.7820 -6.7372 -0.5266 0.0 0.0 0.0
C -7.4117 2.3364 -0.2553 0.4 0.3 -0.2
C -6.2873 2.2448 -0.9721 -0.2 0.2 0.2
C -5.8113 0.9461 -1.4880 -0.2 0.0 0.0
O -4.7812 0.8611 -2.1424 0.1 -0.1 0.2
C -6.6264 -0.2464 -1.1827 -0.2 -0.1 0.1
C -7.7508 -0.1549 -0.4660 0.3 -0.3 -0.2
C -8.2267 1.1438 0.0499 -1.1 0.1 0.7
O -9.2568 1.2288 0.7043 1.0 -0.1 -0.6
H -7.7744 3.2810 0.1311 0.0 0.0 0.0
H -5.6787 3.1104 -1.2051 0.0 0.0 0.0
H -6.2636 -1.1911 -1.5692 0.0 0.0 0.0
H -8.3593 -1.0204 -0.2330 0.0 0.1 0.0
```
Positions in Å, forces in eV/Å.

Summary:
Maximum force = 5.035 eV/A
Calculated total energy = -1983.408714 Ha
Total charge = +1
Highest occupied orbital energy = -11.39 eV



The following is a DFT calculation (ωB97M-V with the def2-TZVPD basis set) of C4H6N2O in the gas phase at a distorted geometry.

Structure (XYZ):
```
13
Properties=species:S:1:pos:R:3:forces:R:3
C -0.4125 1.2800 -0.0340 2.4 0.4 0.7
C -1.5056 0.5634 -0.1385 -0.7 -0.7 -1.1
O -1.6351 -0.8230 -0.2930 1.3 0.2 1.0
C -0.6004 -1.6685 0.1340 -1.5 -1.1 0.1
N 0.6467 -1.6139 0.0554 0.4 0.8 -0.9
N 1.2743 -0.4968 -0.6188 -2.5 -0.2 1.5
C 1.0449 0.7312 0.1856 -0.8 0.9 -1.2
H -0.4515 2.3852 -0.0312 -0.4 -0.8 0.1
H -2.4814 1.0100 -0.2957 0.1 0.0 0.1
H -0.9971 -2.6370 0.5404 0.1 1.2 -0.4
H 2.1965 -0.8097 -0.5648 2.0 0.2 0.0
H 1.7537 1.5113 -0.2178 -0.6 -0.8 0.7
H 1.1676 0.5679 1.2786 0.3 0.1 -0.6
```
Positions in Å, forces in eV/Å.

Summary:
Maximum force = 2.944 eV/A
Calculated total energy = -340.678419 Ha
SMILES string = C1=COC=NNC1
Total charge = 0
Highest occupied orbital energy = -9.11 eV
Energy above the lowest of the compared OMol25 structures with the same formula, charge and spin = 305.8 kJ/mol